Below is a 2-piece molecular cluster, C3H7Br3OSi overall in a non-equilibrium geometry, with properties calculated with ωB97M-V/def2-TZVPD.

Results
Spin multiplicity: 1
Energy above the lowest of the compared OMol25 structures with the same formula, charge and spin, kcal per mole: 21.1
Energy, hartree: -8205.330842
LUMO, eV: -0.772
E_HOMO, eV: -8.39
Orbital gap, eV: 7.617

Cartesian coordinates (Å):
Br -2.65466 -2.36407 -1.42235
Br 0.61684 -2.41169 -3.04228
Br -1.21180 0.70439 -2.80366
Si -0.66003 -1.19232 -1.68689
O 2.21278 -0.83209 0.02398
C -0.87313 0.96552 1.24437
C 0.52026 0.84329 0.73000
C 0.96665 -0.55667 0.48396
H 1.18312 1.26197 1.61410
H 0.59467 1.60661 -0.00275
H 2.47920 0.04950 -0.27676
H 0.54766 -1.15239 1.30117
H -1.24545 0.35070 1.98451
H -0.93229 1.99024 1.52363
H -1.54383 0.73700 0.32894

Force components x, y, z for each atom (eV/Å):
Br 0.9343 0.5671 -0.0802
Br -0.0293 0.0488 0.0047
Br 0.1269 -0.3074 0.2110
Si 0.2015 0.1106 1.5956
O -1.0303 0.8722 0.6597
C -1.2217 0.3267 -3.7792
C 1.8086 0.2116 3.0091
C -1.6389 -0.1225 -1.2853
H -0.6201 -0.9020 -1.4408
H 0.5579 0.1996 -1.3606
H 0.7178 -0.3629 -0.4296
H 0.5313 -0.7288 -0.6901
H -0.1293 -1.4445 1.8632
H -0.8196 0.8048 0.2913
H 0.6107 0.7267 1.4312

=====

Below is a 2-piece molecular cluster, C3H7BrClP overall in a non-equilibrium geometry, with properties calculated with ωB97M-V/def2-TZVPD.

Results
Spin multiplicity: 1
Energy above the lowest of the compared OMol25 structures with the same formula, charge and spin, kcal per mole: 52.7
Energy, hartree: -3493.988676
LUMO (spin up / spin down), eV: 0.220 / -1.031
E_HOMO (spin up / spin down), eV: -8.10 / -8.05
Orbital gap (spin up / spin down), eV: 8.320 / 7.018

Cartesian coordinates (Å):
Br -2.22087 1.64905 -0.13353
Cl -3.60631 -1.29622 0.31038
P -2.40495 -0.45693 -0.93499
C 0.88011 0.17930 0.55457
C 0.21656 -1.13502 0.63039
C 1.28327 0.68349 -0.80767
H 2.30775 1.14126 -0.65430
H 0.23675 -2.02189 0.03739
H 1.78380 0.24543 1.22124
H 0.50029 1.41584 -1.02675
H 1.32054 -0.08398 -1.69091
H 0.20518 0.90024 0.99666
H -0.50211 -1.22059 1.49752

Force components x, y, z for each atom (eV/Å):
Br -0.2344 -0.2799 -0.0950
Cl -1.6092 -1.0855 1.7115
P 2.2178 1.3187 -1.3107
C 1.0033 -0.8892 0.5228
C -2.4830 0.5146 1.7989
C 0.9906 -0.2795 -1.3572
H -1.2719 -0.1602 -0.8875
H 0.6971 -0.1026 -0.6366
H -0.6367 -0.4910 -0.2574
H 0.6370 0.1831 -0.6747
H -0.0152 1.2211 1.8717
H -0.2354 0.2031 0.2186
H 0.9399 -0.1527 -0.9046

=====

Below is a 2-piece molecular cluster, C3H7BrN overall in a non-equilibrium geometry, with properties calculated with ωB97M-V/def2-TZVPD.

Results
Spin multiplicity: 1
Energy above the lowest of the compared OMol25 structures with the same formula, charge and spin, kcal per mole: 50.8
Energy, hartree: -2746.890504
Total charge: +1
LUMO, eV: -6.002
E_HOMO, eV: -15.19
Orbital gap, eV: 9.190

Cartesian coordinates (Å):
Br -2.48934 -0.14777 0.02520
N 0.17824 -1.77808 0.03620
C 0.15064 1.20713 -0.73146
C 0.27836 0.96490 0.77563
C -0.75701 0.34479 0.01149
H 0.02650 1.91198 1.33454
H -0.03281 -2.21011 -0.77776
H 1.18368 0.32651 1.04334
H -0.33448 2.15706 -1.10311
H -0.13221 -2.27439 0.87509
H 0.87895 0.73058 -1.42511
H 1.04948 -1.23260 -0.06406

Force components x, y, z for each atom (eV/Å):
Br -0.3087 0.4391 0.1293
N 0.6062 3.7698 2.0384
C -0.3087 -0.1606 -1.4597
C 1.5884 1.3925 0.8813
C -0.0799 -1.6792 -0.3625
H 0.3669 -1.5860 0.0653
H -0.8702 -1.8943 -2.9941
H -1.4663 1.3362 0.2222
H 0.7079 -1.1214 0.4057
H 0.8380 0.4664 -0.2813
H -0.5952 0.5710 0.5235
H -0.4783 -1.5335 0.8319

=====

Below is a 2-piece molecular cluster, C3H7BrN3 overall in a non-equilibrium geometry, with properties calculated with ωB97M-V/def2-TZVPD.

Results
Spin multiplicity: 1
Energy above the lowest of the compared OMol25 structures with the same formula, charge and spin, kcal per mole: 76.3
Energy, hartree: -2856.406334
Total charge: +1
LUMO, eV: -7.381
E_HOMO, eV: -14.66
Orbital gap, eV: 7.283

Cartesian coordinates (Å):
Br 3.03784 0.15940 -0.10411
N -0.49468 1.00204 -1.56035
N 0.67217 0.54612 -1.53286
N 0.68800 -2.09472 -0.52305
C -0.78529 1.62142 -0.27278
C 0.40701 1.51234 0.67082
C 1.31357 0.69822 -0.32175
H 1.01603 -2.72577 0.21349
H 1.24926 -2.17808 -1.32341
H -1.01577 2.71854 -0.42800
H -1.66024 1.24330 0.13241
H -0.19142 -2.58937 -0.91361
H 0.80824 2.42783 1.09474
H 0.23079 0.91815 1.52084

Force components x, y, z for each atom (eV/Å):
Br -0.9635 0.4114 -0.1427
N 0.8024 0.6658 1.6778
N 0.7660 -1.0475 -1.5054
N -3.1564 -1.1310 0.4164
C 0.6476 2.8185 0.1090
C 1.0255 -1.3513 -2.8868
C -0.4874 1.3867 1.7428
H 0.1224 0.1918 -0.4020
H 1.5915 -0.1079 -1.0768
H 0.0925 -1.0811 -0.3541
H -1.8956 -1.0095 0.6208
H 1.4095 1.1730 1.1955
H 0.4088 0.2624 -0.5147
H -0.3634 -1.1814 1.1202

=====

Below is a 2-piece molecular cluster, C3H7BrS overall in a non-equilibrium geometry, with properties calculated with ωB97M-V/def2-TZVPD.

Results
Spin multiplicity: 1
Energy above the lowest of the compared OMol25 structures with the same formula, charge and spin, kcal per mole: 55.2
Energy, hartree: -3090.619472
LUMO, eV: 0.880
E_HOMO, eV: -8.71
Orbital gap, eV: 9.587

Cartesian coordinates (Å):
Br -2.43871 -0.19119 0.49615
S 0.65047 -0.57523 0.82076
C -0.67132 0.17848 -0.09673
C 1.02994 -2.04027 -0.15782
C -0.41166 2.18491 0.34665
H 1.24683 -1.54443 -1.05544
H -0.03047 2.06058 1.33519
H -0.58602 0.12218 -1.22330
H 0.22368 -2.79091 -0.29953
H -1.41467 2.65375 0.15437
H 2.03016 -2.42118 0.07209
H 0.37176 2.36331 -0.39239

Force components x, y, z for each atom (eV/Å):
Br -0.5137 -0.3911 -0.0392
S -0.2776 0.0279 0.6359
C 1.0985 3.7968 -0.2977
C -0.1582 -0.0710 -0.0673
C -1.0244 -3.8380 -2.2216
H -0.0426 0.1130 -1.9705
H -0.1118 0.3808 0.6635
H -0.1579 -0.0891 1.4330
H 0.6815 0.4460 0.4663
H 1.2867 -0.5062 0.4419
H -0.5124 -0.3019 0.7005
H -0.2682 0.4328 0.2553

=====

Below is one molecule with the formula C3H7Cl2N in a non-equilibrium geometry, with properties calculated with ωB97M-V/def2-TZVPD.

Results
Spin multiplicity: 1
Energy above the lowest of the compared OMol25 structures with the same formula, charge and spin, kcal per mole: 14.1
Energy, hartree: -1093.625358
LUMO, eV: 0.840
E_HOMO, eV: -10.07
SMILES: NC(CCl)CCl
Orbital gap, eV: 10.910

Cartesian coordinates (Å):
Cl -2.66897 0.14105 -0.70668
Cl 2.73174 0.06489 -0.71407
N 0.29086 1.45985 0.18874
C 0.00037 0.08779 -0.26184
C 1.30388 -0.58190 0.16195
C -1.32293 -0.65639 0.17404
H 1.51226 -0.25628 1.22633
H -0.29243 1.74027 0.97837
H -0.05259 -0.01085 -1.34312
H 1.43219 -1.64906 -0.07310
H -1.30032 -1.59264 -0.32972
H -1.59954 -0.79223 1.25567
H -0.03451 2.04550 -0.55654

Force components x, y, z for each atom (eV/Å):
Cl -0.2373 0.2943 0.3689
Cl -0.0797 0.2771 -0.3253
N -1.7033 0.2325 -0.3978
C 0.6794 -0.6213 0.9763
C 0.6672 -0.6935 1.0836
C 0.6338 0.9577 0.1942
H -0.3338 -1.0537 -1.0805
H 0.1093 -0.3427 -0.0352
H 0.0602 0.5883 -0.1981
H -0.5867 0.2017 0.7032
H 0.2323 -1.0470 0.0944
H 0.5303 0.4545 -1.0802
H 0.0282 0.7521 -0.3037

=====

Below is a 2-piece molecular cluster, C3H7Cl2N2 overall in a non-equilibrium geometry, with properties calculated with ωB97M-V/def2-TZVPD.

Results
Spin multiplicity: 1
Energy above the lowest of the compared OMol25 structures with the same formula, charge and spin, kcal per mole: 73.3
Energy, hartree: -1148.027852
Total charge: +1
LUMO (spin up / spin down), eV: -4.571 / -4.749
E_HOMO (spin up / spin down), eV: -12.34 / -12.41
Orbital gap (spin up / spin down), eV: 7.765 / 7.662

Cartesian coordinates (Å):
Cl 1.54465 0.03847 1.43861
Cl 1.22995 0.50966 -1.89395
N -0.76616 -0.43234 -0.34160
N 0.60294 -1.97262 -1.31133
C -1.23196 0.80648 -0.10949
C 0.23588 -0.71065 -1.13697
C 0.42883 1.25900 1.67454
H 1.53209 -2.01735 -1.77888
H -1.10407 -1.13886 0.29750
H -1.06227 1.68130 -0.71383
H -0.37670 1.22471 2.36984
H 0.44773 -2.65770 -0.61356
H -2.12503 1.16427 0.48395
H 0.64411 2.24564 1.63517

Force components x, y, z for each atom (eV/Å):
Cl 0.1393 -0.0867 0.3093
Cl -1.4635 -0.8717 0.3365
N -0.6803 0.3055 -0.5290
N 2.3592 0.6367 -1.8160
C -0.1517 4.3557 3.1808
C 1.1864 0.1396 0.3587
C -3.0752 -1.6686 -1.2057
H -1.1241 -0.5021 0.4897
H -0.0419 -0.4337 -0.2776
H 0.8692 -0.6258 -0.9539
H -0.2009 -1.3110 0.8458
H -0.4277 -0.7221 0.5986
H 0.8610 -2.0646 -0.3793
H 1.7502 2.8488 -0.9578

=====

Below is a 3-piece molecular cluster, C3H7ClN2 overall in a non-equilibrium geometry, with properties calculated with ωB97M-V/def2-TZVPD.

Results
Spin multiplicity: 1
Energy above the lowest of the compared OMol25 structures with the same formula, charge and spin, kcal per mole: 54.0
Energy, hartree: -688.130806
LUMO, eV: -0.740
E_HOMO, eV: -10.31
SMILES: C=NC#N.Cl.C
Orbital gap, eV: 9.566

Cartesian coordinates (Å):
Cl -2.86167 4.05572 0.05096
N -0.90955 0.44241 -1.61366
N -2.42200 1.11767 0.20419
C 1.41076 -1.00092 1.03546
C 0.13490 0.89976 -2.18000
C -1.64735 0.70692 -0.56689
H 0.78211 -0.09757 1.16200
H 2.32143 -1.05142 1.60551
H 0.71067 -1.77358 1.39744
H -3.12305 3.05075 0.88009
H 1.82824 -1.02036 -0.03441
H 0.53509 0.40134 -3.00761
H 0.74887 1.59018 -1.62737

Force components x, y, z for each atom (eV/Å):
Cl -0.3349 -0.5342 0.8241
N 0.0037 -1.2194 -1.7849
N 0.8580 -1.3202 -0.4668
C -0.3604 0.3755 -1.2822
C -0.9518 -0.1581 3.3703
C -0.4024 2.0345 0.6961
H 0.9806 -0.0101 0.0838
H 0.0574 0.4461 0.7832
H 0.6515 -0.2846 -0.8943
H 0.3192 0.8844 -0.9189
H -1.3399 -0.5116 1.3050
H 0.1963 -0.4697 -1.5030
H 0.3227 0.7674 -0.2124

=====

Below is a 2-piece molecular cluster, C3H7ClN2O overall in a non-equilibrium geometry, with properties calculated with ωB97M-V/def2-TZVPD.

Results
Spin multiplicity: 1
Energy above the lowest of the compared OMol25 structures with the same formula, charge and spin, kcal per mole: 50.1
Energy, hartree: -763.357472
LUMO, eV: 0.838
E_HOMO, eV: -9.92
SMILES: C/C(O)=N/Cl.C=N
Orbital gap, eV: 10.756

Cartesian coordinates (Å):
Cl 2.70709 -1.25314 0.16475
O 1.95355 1.37213 1.03173
N 1.43877 -0.27563 -0.51446
N -1.66491 -1.08404 -0.25843
C 0.13948 1.73401 -0.60406
C 1.18564 0.85505 -0.00184
C -2.18425 -1.86253 0.56652
H -2.22475 -3.08579 0.44980
H 0.04108 1.43746 -1.57896
H -1.34552 -1.46877 -1.10691
H 0.50101 2.67068 -0.31393
H -0.76114 1.41037 -0.24961
H 2.85258 1.08637 0.90759
H -2.63863 -1.53615 1.50782

Force components x, y, z for each atom (eV/Å):
Cl -0.2866 0.6223 0.0389
O -1.8907 0.7405 -0.8042
N -0.4433 -0.8153 -0.7941
N -0.8123 1.5391 1.1233
C 2.3936 -1.2823 1.8427
C 2.2194 -0.5705 1.0158
C -0.1957 -3.6561 0.0565
H 0.0578 2.8535 0.0559
H 0.3553 0.1267 -2.8432
H 0.6770 -0.9787 -0.9788
H -0.3736 1.9274 -0.3071
H -2.6372 -0.1794 1.7259
H 0.6611 -0.6135 0.1038
H 0.2752 0.2861 -0.2354

=====

Below is a 2-piece molecular cluster, C3H7ClN3 overall in a non-equilibrium geometry, with properties calculated with ωB97M-V/def2-TZVPD.

Results
Spin multiplicity: 1
Energy above the lowest of the compared OMol25 structures with the same formula, charge and spin, kcal per mole: 117.9
Energy, hartree: -742.543253
Total charge: +1
LUMO (spin up / spin down), eV: -3.900 / -3.900
E_HOMO (spin up / spin down), eV: -12.40 / -12.40
Orbital gap (spin up / spin down), eV: 8.501 / 8.502

Cartesian coordinates (Å):
Cl 2.96329 -0.44881 0.14302
N 0.48938 -0.83158 -0.40807
N 0.91426 1.35749 -0.01549
N -0.66563 -0.16397 0.11643
C 1.52575 0.14012 -0.38359
C -0.35085 1.09074 0.28396
C -1.86946 -0.87792 0.45294
H -0.97763 1.78931 0.80591
H 1.91923 0.51421 -2.13683
H 1.51593 2.25760 0.01971
H -1.45634 -1.29684 1.39287
H 0.57305 -1.79865 -0.34624
H -2.53094 -0.03913 0.40636
H -2.05005 -1.69255 -0.33100

Force components x, y, z for each atom (eV/Å):
Cl 2.3423 -0.3134 1.4492
N -1.4482 4.0994 0.6806
N 1.7018 0.7694 0.8402
N 2.6968 0.3978 -2.0454
C -0.6067 -0.1866 -6.5152
C -0.2328 0.0571 0.8934
C 1.8766 -1.2506 -0.5526
H -0.4723 0.2083 -0.3457
H -0.6072 -0.6911 3.0896
H -1.9540 -2.0132 0.0458
H -2.0223 -0.2681 0.0974
H 0.2730 -1.7326 0.4111
H -1.5347 -0.4271 0.8090
H -0.0123 1.3508 1.1426

=====

Below is an isolated ion of composition C3H7ClN3 and charge +1 in a non-equilibrium geometry, with properties calculated with ωB97M-V/def2-TZVPD.

Results
Spin multiplicity: 3
Energy above the lowest of the compared OMol25 structures with the same formula, charge and spin, kcal per mole: 0.0
Energy, hartree: -742.512599
Total charge: +1
LUMO (spin up / spin down), eV: -3.232 / -8.233
E_HOMO (spin up / spin down), eV: -10.50 / -15.11
Expectation value of S²: 2.008
Orbital gap (spin up / spin down), eV: 7.268 / 6.879

Cartesian coordinates (Å):
Cl -0.44000 -2.36328 0.96877
N -1.68243 -0.03804 0.23874
N 1.61362 1.35405 0.25215
N -0.54475 0.92244 0.58922
C 0.30615 -0.50202 -0.98119
C 0.55722 0.61818 -0.04555
C -0.96149 -1.10140 -0.35780
H -2.30211 -0.33881 1.10543
H 2.46009 1.23998 -0.26931
H -0.57234 1.61751 1.34545
H -1.81417 -1.65414 -0.98598
H 2.08876 1.54290 1.12965
H 1.17584 -1.23336 -1.04470
H 0.11561 -0.06402 -1.94489

Force components x, y, z for each atom (eV/Å):
Cl -0.5554 1.2079 -1.0410
N 3.3323 2.6988 4.1113
N 3.2499 1.3941 0.0877
N -8.8144 -0.0633 3.1060
C 1.1722 -0.7315 0.1172
C 2.9717 -2.8204 -2.6834
C -1.6321 -3.3053 -1.1913
H 1.3786 1.1663 -2.0537
H -0.0327 -0.3443 -1.4759
H -0.6720 -0.4923 -0.3456
H 2.4853 0.8992 0.9496
H -1.2384 -0.0549 1.3666
H -1.2946 0.8057 0.0007
H -0.3505 -0.3599 -0.9480

=====

Below is one molecule with the formula C3H7ClOS in a non-equilibrium geometry, with properties calculated with ωB97M-V/def2-TZVPD.

Results
Spin multiplicity: 1
Energy above the lowest of the compared OMol25 structures with the same formula, charge and spin, kcal per mole: 9.5
Energy, hartree: -1052.109806
LUMO, eV: 0.648
E_HOMO, eV: -9.56
SMILES: OC[C@@H](Cl)CS
Orbital gap, eV: 10.212

Cartesian coordinates (Å):
Cl -0.74569 2.37865 -0.07338
S 1.86989 -1.17047 -0.34036
O -1.10368 -1.55513 0.26187
C -1.41299 -0.20311 0.31227
C 1.10904 0.33627 0.36571
C -0.29672 0.66803 -0.27022
H 1.74027 1.28735 0.35100
H -1.61265 0.04929 1.37399
H -0.57945 -1.77225 -0.53068
H -2.34123 0.01642 -0.20549
H 2.63567 -0.60331 -1.28243
H -0.22871 0.51152 -1.37937
H 0.96624 0.05674 1.41709

Force components x, y, z for each atom (eV/Å):
Cl 0.0756 0.1369 0.1936
S 0.1417 0.4627 -0.0013
O 0.4402 -1.0453 -0.2213
C -0.1317 0.8638 0.3763
C -0.4459 1.2914 0.0511
C 0.8631 -0.8109 -0.5436
H -0.5303 -1.5929 -0.1911
H 0.3866 -0.0218 -0.4612
H -0.3689 0.2107 0.3604
H -0.2423 0.0855 -0.3246
H -0.0760 0.0899 -0.0205
H -0.0535 0.0679 0.9581
H -0.0587 0.2621 -0.1760

=====

What is the energy in the seventh record? -1148.027852 hartree

=====

What is the formula in the second record? C3H7BrClP